No. 1
The following is a DFT calculation (the ωB97M-V functional and the def2-TZVPD basis) of one molecule with the formula C4H10.

```
14
Properties=species:S:1:pos:R:3:forces:R:3:mulliken_charge:R:1
C -0.649901 -1.799331 -0.124401 0.527 -0.138 -1.529 -0.999
C -0.610251 -0.321048 -0.508290 0.953 0.531 0.132 -0.508
C 0.659412 0.265774 0.245064 -2.322 0.614 -1.813 -0.287
C 0.633066 1.767212 0.340435 0.557 2.761 1.579 -1.157
H -1.265983 -2.153009 -0.971273 0.366 -1.208 0.833 0.307
H -1.006506 -2.131148 0.838665 -0.490 0.362 0.290 0.331
H 0.431456 -2.163601 -0.163138 -1.475 0.150 -0.379 0.254
H -1.490566 0.321089 -0.330002 0.084 -0.621 0.516 0.383
H -0.593669 -0.364016 -1.635865 0.761 0.599 1.001 0.256
H 0.431978 -0.019712 1.281173 1.276 -0.867 -0.337 0.202
H 1.515790 -0.084100 -0.359242 -0.020 -0.215 1.220 0.342
H 1.649068 2.195360 0.615046 -0.898 -0.558 -0.577 0.308
H 0.049581 2.086566 1.275082 0.350 -0.440 -1.408 0.284
H 0.246527 2.399958 -0.503255 0.330 -0.969 0.474 0.285
```
Forces are in eV/Å.

Its HOMO energy is -10.6 eV. For the gap between HOMO and LUMO, the calculation gives 11.866 eV. The SMILES is CCCC.

No. 2
The following is a DFT calculation (the ωB97M-V functional and the def2-TZVPD basis) of C32H39Cl3O2PPdSi2Te as an isolated structure.

```
81
Properties=species:S:1:pos:R:3:forces:R:3:mulliken_charge:R:1
Pd -0.106707 -1.344347 -0.274791 0.330 -0.448 0.230 1.022
Cl 2.254266 -7.013736 -3.716343 -0.020 0.080 0.023 -0.208
C 1.762939 -5.426046 -3.224628 0.130 0.046 -0.028 0.450
C 0.460850 -5.204360 -2.823323 -0.172 0.076 0.078 -0.919
C 0.091089 -3.926453 -2.431820 -0.109 0.051 0.061 1.127
Cl -1.544922 -3.633701 -1.914988 0.008 -0.130 -0.045 -0.210
C 0.981533 -2.848244 -2.412664 -0.060 0.118 0.105 -1.329
O 0.651848 -1.604273 -2.055457 0.018 -0.229 -0.435 -0.289
C 2.287655 -3.128459 -2.832949 0.104 0.128 0.058 0.917
Cl 3.443763 -1.834695 -2.808140 -0.021 -0.071 -0.004 -0.190
C 2.682818 -4.386570 -3.238781 0.089 -0.104 -0.039 -0.741
H -0.263795 -6.006761 -2.819550 0.011 0.023 0.006 0.465
H 3.701776 -4.558070 -3.557158 -0.018 0.002 -0.004 0.487
O -0.664373 -1.077697 1.706354 0.134 0.197 0.042 -1.074
P 0.690988 -0.728237 2.341582 -0.356 0.408 -0.152 2.209
C 1.892191 -1.882341 1.685186 0.023 -0.070 -0.139 0.868
C 1.382309 -3.077634 1.155760 0.015 0.019 -0.010 -1.057
C 2.240948 -3.976992 0.530786 -0.001 -0.016 -0.025 -0.503
C 3.591651 -3.689861 0.437941 0.022 0.028 0.015 -0.664
C 4.100878 -2.509336 0.974843 -0.029 -0.033 0.013 -0.773
C 3.258314 -1.604179 1.595706 -0.041 -0.037 -0.015 -0.585
C 1.212184 0.927350 1.857345 0.034 0.067 0.088 0.583
C 1.813854 1.167243 0.617513 -0.013 0.028 0.054 -0.406
C 2.050063 2.468409 0.202817 0.023 -0.001 0.022 -0.757
C 1.690448 3.536856 1.015701 0.006 0.001 -0.021 -0.664
C 1.097854 3.307096 2.248399 -0.018 -0.026 0.020 -0.870
C 0.860245 2.006472 2.671340 0.035 -0.033 -0.039 -0.635
C 0.562933 -0.764184 4.114845 0.005 -0.123 0.064 0.186
C 1.709088 -0.773720 4.909604 -0.046 0.015 0.031 -0.439
C 1.584118 -0.756290 6.289074 0.004 -0.001 -0.032 -0.726
C 0.321261 -0.728969 6.869778 -0.013 0.001 -0.010 -0.489
C -0.818905 -0.727024 6.078074 0.016 -0.001 -0.007 -0.762
C -0.703848 -0.746812 4.695096 -0.013 -0.032 0.006 -0.258
H 0.332670 -3.330856 1.283486 0.009 -0.015 0.027 0.634
H 1.850387 -4.901015 0.124612 -0.011 0.009 -0.031 0.535
H 4.256330 -4.387629 -0.054692 -0.004 0.014 0.003 0.440
H 5.157969 -2.292070 0.896327 -0.011 -0.010 -0.002 0.433
H 3.655457 -0.676441 1.989783 -0.010 0.000 -0.018 0.455
H 2.097171 0.348109 -0.032016 0.014 -0.054 -0.013 0.421
H 2.524974 2.647162 -0.753423 0.006 0.004 0.007 0.549
H 1.881701 4.551032 0.690022 -0.001 -0.002 -0.002 0.417
H 0.825611 4.138855 2.884679 0.001 -0.008 -0.002 0.486
H 0.402598 1.831037 3.637399 -0.001 -0.001 0.002 0.420
H 2.693615 -0.800761 4.457040 0.002 0.005 0.006 0.358
H 2.468564 -0.768046 6.912067 -0.012 0.001 -0.011 0.433
H 0.226904 -0.715873 7.948085 0.003 -0.002 -0.022 0.403
H -1.798680 -0.715794 6.537056 0.013 0.000 -0.008 0.440
H -1.586116 -0.760772 4.065140 0.060 -0.011 0.039 0.395
C -3.390937 0.627303 2.015482 0.043 -0.106 0.037 -0.727
Si -3.293287 2.035793 0.800463 0.007 -0.055 -0.019 0.086
C -4.738518 2.003055 -0.374683 -0.062 0.005 -0.060 -1.037
C -3.183042 3.664102 1.691843 -0.013 0.125 0.081 -1.090
C -1.712699 1.914287 -0.231463 0.095 0.016 -0.044 0.916
Te -1.558249 0.260035 -1.551376 -0.079 0.060 0.141 0.139
C -0.114712 1.169939 -2.798118 0.086 0.042 0.010 -0.157
Si -0.895293 1.956135 -4.340591 0.032 -0.044 0.123 0.067
C 0.459776 2.861176 -5.228935 0.085 0.082 -0.102 -1.053
C -1.602248 0.581558 -5.372033 -0.024 -0.090 -0.081 -1.029
C -2.244400 3.129342 -3.802724 -0.031 0.091 0.031 -0.878
H -4.405911 0.541168 2.408311 -0.013 0.002 0.018 0.605
H -2.720146 0.808925 2.860896 -0.022 -0.038 -0.080 0.041
H -3.114474 -0.334134 1.570359 -0.038 0.095 0.068 0.202
H -5.670178 2.190472 0.164729 0.014 -0.017 -0.021 0.359
H -4.839752 1.035295 -0.873377 -0.008 0.024 -0.001 0.347
H -4.645615 2.774292 -1.144040 -0.009 -0.020 0.009 0.306
H -4.064947 3.823607 2.317781 0.037 0.010 -0.010 0.368
H -3.115997 4.501027 0.992301 -0.003 -0.017 0.028 0.332
H -2.302948 3.693427 2.340601 -0.032 0.011 -0.020 0.307
H -0.800416 1.917257 0.370991 -0.089 0.011 -0.029 -1.289
H -1.675724 2.777469 -0.903911 0.023 -0.008 0.018 0.449
H 0.584776 0.374368 -3.067013 -0.056 0.010 0.006 0.169
H 0.407401 1.889547 -2.162665 -0.041 -0.001 -0.022 0.039
H 1.282956 2.188320 -5.480062 -0.013 0.025 -0.005 0.333
H 0.860101 3.676025 -4.621007 0.000 -0.017 -0.023 0.333
H 0.085873 3.293404 -6.161091 0.035 -0.007 0.035 0.344
H -0.817286 -0.106559 -5.695838 -0.033 0.001 0.006 0.330
H -2.084512 0.981517 -6.267283 0.011 -0.022 0.018 0.367
H -2.352994 0.004063 -4.826518 0.002 -0.002 -0.017 0.342
H -1.847387 3.952783 -3.201762 -0.030 -0.030 -0.011 0.323
H -3.023644 2.624425 -3.224413 -0.015 0.010 -0.001 0.154
H -2.730055 3.569217 -4.677540 0.006 -0.008 0.031 0.419
```
Forces are in eV/Å.

Its HOMO energy is -10.6 eV. The total charge is +1. For the gap between HOMO and LUMO, the calculation gives 6.708 eV.

Relative energy (zero: lowest compared OMol25 entry of this formula, charge and spin) list, top to bottom, in eV: 1.208 0.000
E_LUMO list, top to bottom, in eV: 1.27 -3.94